No. 1
15
Properties=species:S:1:pos:R:3:forces:R:3:nbo_charge:R:1 method="wB97M-V/def2-TZVPD" mol_weight_da=90.08 smiles=O.O.O.O.O e_tot_ha=-382.1200
H -1.077885 -2.082841 -0.270070 0.06 0.01 0.11 0.468
H -0.155488 -0.903283 -0.530587 -0.04 0.10 0.17 0.469
H -0.154320 1.851453 -2.182040 0.09 0.02 0.03 0.478
H -0.242616 3.315260 -1.782648 0.13 0.05 -0.60 0.454
H 3.562070 -1.555935 -2.548595 -0.10 -0.03 -0.05 0.468
H 2.475212 -1.707546 -1.497027 -0.07 -0.08 -0.03 0.472
H -2.029123 -1.230762 4.156142 -0.06 0.02 -0.12 0.470
H -2.862675 -2.494088 4.294845 -0.04 0.08 -0.07 0.465
H -0.319223 2.894626 -0.076370 0.26 -0.68 0.80 0.456
H 1.012580 2.264095 0.296150 -0.31 -0.06 -0.05 0.466
O -0.386019 -1.553562 0.142452 0.03 -0.08 -0.24 -0.936
O 0.328534 2.541917 -1.713959 0.37 1.09 -4.34 -0.927
O 2.634821 -1.797020 -2.443341 0.11 0.10 0.12 -0.940
O -2.849670 -1.636727 3.854672 0.08 -0.11 0.18 -0.935
O 0.063802 2.094411 0.300375 -0.53 -0.44 4.11 -0.927

No. 2
15
Properties=species:S:1:pos:R:3:forces:R:3:nbo_charge:R:1 method="wB97M-V/def2-TZVPD" mol_weight_da=90.07 e_tot_ha=-382.0892
O 1.863572 -2.415829 1.499487 0.09 0.21 0.41 -0.913
H 1.997792 -3.354459 1.368377 0.08 -0.23 -0.13 0.474
H 0.925442 -2.285859 1.360687 0.03 -0.35 -0.08 0.441
O -1.243388 2.740571 -1.233403 0.49 1.87 -2.22 -0.957
H -1.230178 1.836331 -0.919713 -0.23 0.47 -0.77 0.474
H -1.978898 3.143841 -0.772283 -0.13 0.04 -0.16 0.448
O 1.555842 -1.285719 -1.564513 2.27 -2.12 -3.42 -0.987
H 1.318412 -0.664929 -0.875693 0.88 -0.35 -0.51 0.460
H 0.766442 -1.363129 -2.100323 0.01 -0.02 -0.14 0.439
O -1.363618 1.356251 0.467157 -0.85 -1.52 3.07 -0.938
H -1.195158 2.082211 1.067847 0.19 0.45 0.06 0.505
H -2.073038 0.863301 0.879417 -0.25 -0.49 0.17 0.495
O 0.453192 -0.346859 -0.010193 -2.51 1.70 3.41 -0.903
H 0.137582 -0.829649 0.753697 0.08 0.09 0.09 0.467
H 0.066002 0.523931 0.079457 -0.16 0.25 0.22 0.497

No. 3
15
Properties=species:S:1:pos:R:3:forces:R:3:nbo_charge:R:1 method="wB97M-V/def2-TZVPD" mol_weight_da=90.07 smiles=O.O.O.O.O e_tot_ha=-382.1817
O -0.935779 -0.117972 -0.508725 -1.35 0.27 0.25 -1.002
H -0.821978 0.568068 -1.169989 0.40 -0.01 -0.04 0.494
H -0.085502 -0.340809 -0.113853 0.55 0.15 -0.38 0.491
O 0.888098 1.763332 -2.060847 -0.01 0.99 -0.30 -0.944
H 0.872463 2.557015 -1.512463 -0.02 -0.24 0.68 0.470
H 0.898531 2.233183 -2.908515 0.01 -0.73 -0.32 0.477
O -1.181178 -2.782979 -0.469307 -0.17 -0.49 -0.32 -0.963
H -0.788874 -2.784443 0.395870 0.26 -0.28 0.60 0.452
H -1.284098 -1.840839 -0.639861 -0.18 0.33 -0.32 0.488
O 1.543775 -0.598224 0.225551 0.96 1.67 0.31 -0.925
H 1.698818 0.341221 0.495602 -0.30 -1.05 0.25 0.475
H 2.037014 -0.559699 -0.603898 -0.14 -0.62 -0.29 0.489
O -1.158709 0.804037 3.143139 0.78 -0.91 -0.68 -0.949
H -0.357904 0.337055 3.481093 -1.00 0.48 -0.47 0.467
H -1.324678 0.421056 2.246204 0.22 0.41 1.04 0.482

No. 4
15
Properties=species:S:1:pos:R:3:forces:R:3:nbo_charge:R:1 method="wB97M-V/def2-TZVPD" mol_weight_da=90.07 smiles=O.O.O.O.O e_tot_ha=-382.1859
O 0.630545 -2.556001 1.826515 0.05 0.13 -0.03 -0.952
H 1.190205 -2.533624 2.608662 -0.02 0.01 -0.04 0.462
H 0.462734 -1.624645 1.619487 -0.05 -0.16 0.09 0.486
O 2.311038 1.336424 -1.098603 0.04 0.00 -0.04 -0.950
H 3.199458 1.654062 -0.904029 -0.05 -0.05 -0.01 0.476
H 2.232414 1.389377 -2.057528 -0.01 0.07 0.07 0.474
O -0.348412 0.254542 1.927187 0.02 0.23 -0.09 -0.961
H -1.189577 0.184744 2.393269 0.04 -0.08 -0.10 0.488
H -0.315030 1.159466 1.595515 0.01 -0.03 0.16 0.479
O -3.175473 0.322826 -1.657539 0.10 0.09 -0.11 -0.950
H -3.068918 1.115128 -1.123369 -0.04 -0.02 -0.03 0.457
H -2.270088 0.096896 -1.915770 -0.03 -0.09 0.21 0.491
O -0.256324 -0.317372 -1.199074 -0.01 0.07 -0.15 -0.959
H 0.036203 0.081969 -0.371888 -0.03 -0.14 -0.01 0.483
H 0.561225 -0.563790 -1.642836 -0.02 -0.02 0.07 0.476

No. 5
17
Properties=species:S:1:pos:R:3:forces:R:3:nbo_charge:R:1 method="wB97M-V/def2-TZVPD" charge=-1 mol_weight_da=123.15 e_tot_ha=-781.0489
S -0.330874 1.949596 -0.303212 -0.14 -0.20 0.39 -1.073
H -1.173861 2.955399 -0.590282 0.15 -0.06 -0.03 0.122
H -2.514133 2.257229 1.753091 0.02 0.14 -0.09 0.481
H -3.197589 1.851445 0.506568 0.04 0.06 -0.10 0.480
O -3.382465 2.315983 1.332006 0.01 -0.18 0.13 -0.968
H 4.077460 -0.318612 0.177774 -0.20 0.24 -0.14 0.467
H 4.122068 -0.047748 -1.343875 -0.33 0.13 0.39 0.500
O 4.559910 -0.525482 -0.624249 0.53 -0.33 -0.18 -0.974
H 0.223161 -1.390933 1.504970 0.02 -0.03 0.04 0.456
H -0.687125 -0.283810 1.012053 -0.17 0.26 -0.35 0.507
O -0.668221 -1.239383 1.180397 0.09 -0.19 0.14 -0.976
H 1.498341 1.057256 -1.300511 -0.18 0.21 -0.30 0.513
H 1.945135 -0.391866 -1.489392 -0.11 0.17 -0.16 0.460
O 2.125063 0.501400 -1.810483 0.24 -0.34 0.23 -0.996
H -1.478237 -3.974987 0.183304 0.12 -0.38 -0.12 0.480
H -2.679402 -4.276879 0.967874 -0.04 -0.41 -0.02 0.466
O -2.017734 -4.743118 0.435983 -0.05 0.90 0.16 -0.946

No. 6
17
Properties=species:S:1:pos:R:3:forces:R:3:nbo_charge:R:1 method="wB97M-V/def2-TZVPD" charge=-1 mol_weight_da=123.15 e_tot_ha=-781.0137
S 1.487246 -1.099969 1.795787 -0.42 0.42 0.19 -1.010
H 1.884724 -1.889629 0.819293 0.35 -0.55 -0.43 0.059
H -0.611929 -0.452579 -0.480415 -1.70 1.95 0.52 0.485
H -1.333750 -0.630673 0.754848 -0.53 0.95 -0.21 0.486
O -1.487095 -0.076478 -0.055362 2.78 -2.29 0.05 -0.983
H -1.448625 2.499701 1.677832 0.13 -0.32 0.34 0.476
H -1.684526 3.463919 0.609792 -0.23 0.32 -1.11 0.464
O -1.420862 3.445067 1.515525 0.12 -0.13 0.73 -0.940
H 1.076100 1.993563 0.960771 -0.01 0.17 0.02 0.469
H 2.212121 1.044556 0.706122 -0.34 1.52 0.28 0.497
O 1.997064 2.036431 0.679087 0.32 -1.73 -0.23 -0.992
H 1.494215 -0.402292 -1.759195 -0.90 -1.85 1.07 0.503
H 0.964045 -1.740776 -0.949349 1.19 -0.37 2.00 0.487
O 0.873751 -1.185824 -1.688965 0.00 2.43 -2.83 -0.985
H -0.843344 -2.983419 -1.677384 -3.13 2.22 -0.62 0.451
H -1.469840 -1.681636 -1.129295 -0.44 0.75 0.38 0.472
O -1.689290 -2.339956 -1.779085 2.82 -3.50 -0.15 -0.941